(1)
ORCA calculation (wB97M-V/def2-TZVPD) on the molecule C16H17N5O3S2 in a non-equilibrium geometry.

Each line ends with the Löwdin charge.
Positions of all 43 atoms, in Å:
H: 3.1519 0.7665 -1.3798  0.1115
N: -4.0393 -0.6443 1.6404  0.0168
H: -4.6486 -3.1183 1.8036  0.1150
N: -3.8125 0.6241 1.3280  -0.0113
O: 2.2917 -1.7705 -0.7362  -0.0241
C: 1.4523 -1.2035 -1.7085  -0.1050
N: -3.8310 2.1026 -0.5304  0.0957
C: 5.1220 2.2768 -0.4432  -0.0455
C: 4.7594 0.8928 0.0029  -0.2722
H: -2.5136 2.1333 1.6540  0.0538
C: 4.0372 -1.6693 0.8096  -0.0116
C: 0.4496 -0.2670 -1.1252  -0.2936
H: -2.3057 3.9199 1.6384  0.0953
H: 4.2746 2.9491 -0.3142  0.0822
C: -4.0099 0.8922 0.0820  -0.6462
H: 5.9617 2.6622 0.1287  0.0743
C: 3.6886 0.2424 -0.6037  0.0083
N: -0.8323 -0.4096 -1.1331  0.1211
H: -3.7958 -3.3489 -1.1340  0.0612
H: 0.8997 -2.0367 -2.1495  0.1428
S: -4.5661 -0.4892 -0.8476  1.0782
H: -4.2344 2.1852 -1.4574  0.1485
C: -4.4308 -1.3773 0.6673  -0.6043
C: 5.1013 -1.0273 1.4058  -0.0766
H: -3.9184 -4.6909 0.0105  0.0709
C: -0.3668 1.3937 -0.1168  -0.6434
C: 3.3216 -1.0321 -0.2037  -0.2512
H: -5.7312 -3.0203 0.3990  0.1094
C: -2.1946 2.9963 1.0708  -0.3376
O: -2.8154 4.0354 -1.0006  0.0778
N: -1.3643 0.6518 -0.4956  0.0600
H: 5.6526 -1.5240 2.1901  0.1044
C: 5.4631 0.2502 1.0081  -0.0593
O: 0.8201 0.8746 -0.4893  0.0808
H: 5.3910 2.2784 -1.4990  0.0835
H: 3.7376 -2.6618 1.1055  0.1163
H: 2.0296 -0.6943 -2.4926  0.1367
S: -0.4029 2.8794 0.7467  1.0438
H: 6.2941 0.7482 1.4850  0.1059
H: -2.7024 -3.4298 0.2481  0.0788
C: -3.7182 -3.6270 -0.0852  -0.1049
C: -4.7159 -2.8278 0.7544  -0.2495
C: -2.9497 3.1148 -0.2330  -0.5366

## Properties
- gap between HOMO and LUMO (hartree) = 0.338
- HOMO level (hartree) = -0.31901
- M (g mol⁻¹) = 391.5
- energy (hartree) = -1915.74826

---

(2)
ORCA calculation (wB97M-V/def2-TZVPD) on a structure of composition C56H45N2O3P2Sc in a non-equilibrium geometry.

Each line ends with the Löwdin charge.
Positions of all 109 atoms, in Å:
C: 2.6487 -4.4064 0.1493  -0.0800
H: 0.9212 6.3541 1.8172  0.1254
H: -0.5801 1.5329 2.4384  0.0884
H: 1.0144 -2.9272 3.8741  0.1100
H: -3.9134 -2.5921 -1.3850  0.1042
C: 4.2582 -3.1352 -1.7672  -0.0825
C: 1.2877 2.5290 1.4475  -0.1571
H: -3.0867 1.1235 -1.5585  0.1262
C: -4.6654 2.2213 -0.5603  -0.0662
H: -0.5980 -3.5594 -0.0972  0.0918
H: -3.5648 -4.5424 -5.3800  0.1155
H: 5.1820 -5.0725 -2.0028  0.1028
H: 1.7930 2.8572 -2.3253  0.1097
H: -2.9708 -3.2776 -3.4037  0.0899
C: 1.4003 -1.1536 -4.1362  0.0266
H: 4.8457 -2.6510 -2.5349  0.1140
C: 0.4691 3.2304 0.5229  -0.2494
C: 0.3254 -3.1073 1.8127  -0.3500
C: 1.0407 3.5301 -2.7120  -0.0911
H: 1.1331 2.5423 4.9383  0.0788
H: 3.3502 -2.7932 2.8159  0.1269
C: 3.5833 -5.1129 -0.5760  -0.0531
H: -2.1714 4.3809 -2.2516  0.0870
O: 0.9576 -0.5396 -1.9227  -0.1432
C: -3.6276 -0.7557 2.0145  0.0101
H: 0.0660 -3.1468 -7.2713  0.1087
N: -1.5996 -1.8538 -2.0531  0.1255
C: 1.8949 3.1617 2.5113  -0.1186
H: -1.6533 5.8638 -4.2422  0.1207
C: -0.8898 5.2164 -3.7963  -0.0361
C: -2.3465 2.8680 -0.3204  -0.3825
C: -3.8708 -2.0261 -0.4559  0.0157
C: 0.2978 -3.3865 3.1741  -0.0605
C: 4.4254 -4.4956 -1.5379  -0.0303
C: -4.1266 4.0220 0.9142  -0.0594
C: -0.5839 -3.1907 -6.4453  -0.0090
C: -0.6652 -4.2812 3.6930  -0.0797
C: 0.9934 -1.7729 -5.2739  0.0400
C: -2.6791 -1.2927 -0.1717  -0.1748
C: -0.2534 3.5651 -2.2212  -0.3698
C: -0.6608 -1.8165 -3.0201  -0.1323
C: -1.2255 4.4091 -2.7067  -0.0727
H: 2.3381 4.2911 -4.1695  0.1049
C: 2.5668 -3.0213 0.0010  -0.3472
H: 2.3248 3.7624 5.3936  0.1041
H: -5.8180 -2.6507 0.2622  0.1324
C: -3.3186 1.9960 -0.8652  -0.0938
O: 1.4139 1.1102 1.2585  -0.1393
O: -1.3769 -0.0677 1.4062  -0.2013
C: -1.4624 0.8752 2.5330  0.0273
H: -5.4017 1.5097 -0.9848  0.1261
P: -0.6410 2.5148 -0.7730  1.0900
C: 2.1671 2.7732 4.9397  0.0022
H: 4.0831 4.3354 3.5056  0.0890
C: 0.3899 4.6231 0.6608  -0.0768
C: -4.9004 -2.0743 0.4616  -0.0854
Sc: 0.1924 -0.0279 -0.2694  0.8711
C: 3.7906 0.3802 4.0384  -0.0054
C: 3.3870 -2.4125 -1.0051  -0.0941
C: 1.3619 4.3642 -3.7609  -0.0669
C: -0.6196 -3.7175 0.9561  -0.1055
H: -5.5755 -1.4561 2.3766  0.1288
C: -2.6205 -4.0045 -5.3839  -0.0405
C: -1.7737 -3.9027 -6.4888  -0.0506
N: -1.5302 -1.1220 -1.0103  -0.0310
H: -4.4583 4.7038 1.6951  0.1203
P: 1.4576 -1.9819 0.9220  1.0614
C: -1.5574 -4.5805 1.5095  -0.0438
C: -4.7483 -1.4972 1.6592  -0.0765
H: 4.7603 2.9840 4.3199  0.0724
H: -2.0063 4.3868 1.1738  0.1076
H: -1.3840 0.3109 3.4217  0.1011
H: 2.3495 -0.6268 -4.0640  0.1281
C: 4.0279 -0.9750 3.8712  -0.0094
H: -6.0695 3.2374 0.7380  0.1177
C: -2.2883 -3.2588 -4.2492  0.0031
H: -0.0560 5.1961 -0.1234  0.1128
C: 2.8893 1.0910 3.2406  -0.0856
H: 0.7072 5.7652 -5.1841  0.1168
C: 3.2576 -1.7055 2.9299  -0.0543
H: -2.3763 1.4642 2.4356  0.1094
C: 0.5826 -1.1503 -2.9677  -0.3044
H: 1.9774 -4.8821 0.9021  0.1240
H: -2.3710 -5.5210 3.3393  0.1294
C: -0.2443 -2.4695 -5.3165  -0.1830
C: 2.2015 0.3788 2.2346  -0.0973
H: 4.3682 0.8860 4.7773  0.1173
H: -1.9925 -4.4906 -7.3618  0.1090
C: 0.9912 5.2858 1.7165  -0.0254
H: 1.6367 -1.7732 -6.1310  0.1287
H: 2.0348 5.0983 3.4725  0.1350
H: 3.7041 -6.1951 -0.4267  0.1201
C: -1.5960 -4.8630 2.8954  -0.0627
H: 3.4327 -1.3154 -1.1999  0.1186
H: -3.5559 -0.2637 2.9635  0.1105
C: -2.7855 3.8094 0.6379  -0.0739
H: -2.1145 -5.1780 0.8462  0.0985
C: -2.5653 -0.6909 1.1136  -0.2318
C: 0.3841 5.1274 -4.3696  -0.0497
C: 2.7729 2.5573 3.5331  -0.4199
C: 4.1989 3.2469 3.4553  0.0191
C: -1.0656 -2.5162 -4.2020  -0.0955
H: 4.7572 2.9811 2.5540  0.1055
H: -0.7093 -4.5212 4.7968  0.1356
H: 4.7409 -1.3740 4.5894  0.1224
C: 1.6162 4.5157 2.6452  -0.0094
C: -5.0526 3.1460 0.3840  -0.0662
C: 2.4190 -1.0207 2.0664  -0.2891
H: 2.5963 2.0816 5.6799  0.0958

## Properties
- gap between HOMO and LUMO (hartree) = 0.226
- HOMO level (hartree) = -0.45265
- charge = +2
- M (g mol⁻¹) = 900.9
- energy (hartree) = -3939.24970

---

(3)
ORCA calculation (wB97M-V/def2-TZVPD) on the molecule C6H13NO in a non-equilibrium geometry.

Each line ends with the Löwdin charge.
Positions of all 21 atoms, in Å:
H: -0.6572 -1.1346 -0.3446  0.1328
O: -3.0297 0.7469 1.7060  -0.1020
H: -0.3332 -0.2996 1.2271  0.0814
H: -1.8933 2.4285 1.7502  0.1106
C: 3.2335 -1.9133 -0.5019  -0.1265
C: -0.4929 1.2343 -0.3359  -0.1706
H: -0.1356 1.4339 -1.2978  0.0825
H: -2.3085 1.7018 -1.2453  0.0743
H: -3.4279 2.6108 0.8510  0.1119
H: 3.5900 -0.9335 -0.5535  0.0358
C: -0.1150 -0.2364 0.2075  -0.2089
H: 0.2100 1.6257 0.4466  0.1247
N: 1.3899 -0.4301 0.0292  0.0131
C: -1.9336 1.6269 -0.2787  -0.0134
C: -2.5505 1.9721 1.0300  -0.2409
H: 3.3947 -2.2559 0.5334  0.0737
C: 1.7592 -1.6219 -0.6820  -0.3979
H: 3.6742 -2.6084 -1.2669  0.0894
H: -3.1590 0.2024 0.8751  0.0935
H: 1.1485 -2.5351 -0.3523  0.1165
H: 1.6364 -1.6145 -1.7973  0.1199

## Properties
- gap between HOMO and LUMO (hartree) = 0.174
- HOMO level (hartree) = -0.25760
- M (g mol⁻¹) = 115.2
- energy (hartree) = -366.15847

---

(4)
ORCA calculation (wB97M-V/def2-TZVPD) on the molecule C26H33N3O4S in a non-equilibrium geometry.

Each line ends with the Löwdin charge.
Positions of all 67 atoms, in Å:
N: 3.1161 0.2258 0.1373  0.1142
C: -2.1151 1.6240 2.3153  -0.5343
H: 5.1632 -3.7422 0.1036  0.1066
C: 0.2562 -1.0065 -0.7273  -0.0150
H: 1.8214 1.0503 -2.7460  0.1447
H: -5.5475 -1.0754 -0.2240  0.1141
H: -5.4601 -4.3215 0.2537  0.0834
O: -3.0117 2.2651 1.8063  0.0675
H: 5.8552 -1.6907 -1.0412  0.1044
C: 3.9649 -0.6735 0.8985  -0.2671
C: 3.7278 -2.1576 0.5543  -0.1451
C: -3.8847 -0.3349 0.8777  -0.0130
C: -3.3402 3.0697 -2.7825  -0.0438
C: 0.1034 3.1134 0.8686  -0.1855
C: -2.3973 2.0146 -2.2947  -0.2630
C: -2.2084 -1.9561 1.4483  -0.0329
H: 5.3811 -2.9736 1.6847  0.1104
H: -1.3468 3.3227 3.3897  0.1025
C: 2.1802 1.4072 -1.7791  -0.0178
H: -2.2375 -1.3052 -1.6848  0.1119
H: -3.9108 3.4656 -1.9417  0.0857
N: -1.8944 0.2990 2.1670  0.1440
C: -4.9410 -3.7134 -0.4877  -0.0519
H: 7.0614 -1.8773 0.2477  0.1043
H: -4.2887 -4.3713 -1.0589  0.0783
O: 0.8475 0.8691 2.0759  -0.5265
C: -0.6399 0.0487 -1.2904  -0.1805
C: -0.2484 1.3855 -1.3709  -0.1827
C: -4.1496 -2.6383 0.1924  -0.2924
C: 3.1229 0.3382 -1.1970  -0.4926
H: 0.0797 4.1780 1.0866  0.1148
C: -2.6730 -0.6435 1.4839  -0.2215
H: -2.8002 3.8938 -3.2426  0.0778
C: -2.9380 -2.9362 0.8074  -0.0487
H: -3.7713 0.3932 -2.5441  0.1148
H: 3.7177 -0.4872 1.9463  0.1442
C: -1.9155 -0.2759 -1.7356  -0.0302
C: 5.1093 -2.7972 0.6417  -0.1926
N: 1.0496 1.8058 -0.9613  0.0097
C: 5.4714 -0.4282 0.6565  -0.1320
H: -0.9817 1.7527 4.1571  0.0987
H: -4.0427 2.6583 -3.5031  0.0778
O: 2.3456 3.3025 0.1250  0.0684
H: 2.8074 2.2923 -1.9439  0.1413
H: 2.9964 -2.6192 1.2165  0.1081
H: -0.2895 -1.9395 -0.6140  0.0767
H: -5.6839 -3.2860 -1.1564  0.0744
H: -4.2546 0.6759 0.9008  0.1034
H: -0.9950 -0.0476 2.4860  0.1184
C: -1.0810 2.2837 3.2111  -0.2103
C: -4.6071 -1.3287 0.2434  -0.0444
H: 1.1074 -1.1840 -1.3824  0.0840
H: 5.9686 -0.2250 1.6056  0.1085
H: -0.7795 3.3717 -1.9413  0.1332
C: -2.7826 0.6825 -2.2213  -0.0329
C: 1.2553 2.7876 -0.0534  -0.5366
C: 6.0045 -1.7204 0.0376  -0.1947
H: -1.2697 -2.2027 1.9240  0.1178
H: 2.4497 0.7608 0.6724  0.0822
H: 5.6224 0.4273 0.0018  0.1117
S: 0.6088 2.2776 2.4416  1.0096
H: -0.8614 2.7476 0.5344  0.0749
O: 3.8272 -0.3017 -1.9530  0.0619
C: -1.1173 2.3460 -1.8788  0.0194
H: -2.5634 -3.9496 0.7834  0.1159
H: 0.6393 -0.6991 0.2440  0.0631
H: 3.3678 -2.2274 -0.4710  0.1052

## Properties
- gap between HOMO and LUMO (hartree) = 0.328
- HOMO level (hartree) = -0.31431
- M (g mol⁻¹) = 483.6
- energy (hartree) = -1874.03484

---

Repeat the first record exactly.
ORCA calculation (wB97M-V/def2-TZVPD) on the molecule C16H17N5O3S2 in a non-equilibrium geometry.

Each line ends with the Löwdin charge.
Positions of all 43 atoms, in Å:
H: 3.1519 0.7665 -1.3798  0.1115
N: -4.0393 -0.6443 1.6404  0.0168
H: -4.6486 -3.1183 1.8036  0.1150
N: -3.8125 0.6241 1.3280  -0.0113
O: 2.2917 -1.7705 -0.7362  -0.0241
C: 1.4523 -1.2035 -1.7085  -0.1050
N: -3.8310 2.1026 -0.5304  0.0957
C: 5.1220 2.2768 -0.4432  -0.0455
C: 4.7594 0.8928 0.0029  -0.2722
H: -2.5136 2.1333 1.6540  0.0538
C: 4.0372 -1.6693 0.8096  -0.0116
C: 0.4496 -0.2670 -1.1252  -0.2936
H: -2.3057 3.9199 1.6384  0.0953
H: 4.2746 2.9491 -0.3142  0.0822
C: -4.0099 0.8922 0.0820  -0.6462
H: 5.9617 2.6622 0.1287  0.0743
C: 3.6886 0.2424 -0.6037  0.0083
N: -0.8323 -0.4096 -1.1331  0.1211
H: -3.7958 -3.3489 -1.1340  0.0612
H: 0.8997 -2.0367 -2.1495  0.1428
S: -4.5661 -0.4892 -0.8476  1.0782
H: -4.2344 2.1852 -1.4574  0.1485
C: -4.4308 -1.3773 0.6673  -0.6043
C: 5.1013 -1.0273 1.4058  -0.0766
H: -3.9184 -4.6909 0.0105  0.0709
C: -0.3668 1.3937 -0.1168  -0.6434
C: 3.3216 -1.0321 -0.2037  -0.2512
H: -5.7312 -3.0203 0.3990  0.1094
C: -2.1946 2.9963 1.0708  -0.3376
O: -2.8154 4.0354 -1.0006  0.0778
N: -1.3643 0.6518 -0.4956  0.0600
H: 5.6526 -1.5240 2.1901  0.1044
C: 5.4631 0.2502 1.0081  -0.0593
O: 0.8201 0.8746 -0.4893  0.0808
H: 5.3910 2.2784 -1.4990  0.0835
H: 3.7376 -2.6618 1.1055  0.1163
H: 2.0296 -0.6943 -2.4926  0.1367
S: -0.4029 2.8794 0.7467  1.0438
H: 6.2941 0.7482 1.4850  0.1059
H: -2.7024 -3.4298 0.2481  0.0788
C: -3.7182 -3.6270 -0.0852  -0.1049
C: -4.7159 -2.8278 0.7544  -0.2495
C: -2.9497 3.1148 -0.2330  -0.5366

## Properties
- gap between HOMO and LUMO (hartree) = 0.338
- HOMO level (hartree) = -0.31901
- M (g mol⁻¹) = 391.5
- energy (hartree) = -1915.74826

---

What is the gap between HOMO and LUMO in the second record?
0.226 hartree

---

Among the records above, which one has the highest HOMO level?
C6H13NO

---

The highest M belongs to which entry?
C56H45N2O3P2Sc